43
Properties=species:S:1:pos:R:3:lowdin_charge:R:1 method="wB97M-V/def2-TZVPD" max_force_ha_per_bohr=0.127 homo_lumo_gap_ha=0.3717 total_charge=-1 lumo_energy_ev=2.422 relative_energy_ev=1.300 mol_weight_da=296.2 homo_ha=-0.2827
N 0.122 -0.046 -0.016 -0.465
O -0.739 0.676 -0.626 -0.048
O 0.038 -0.047 1.197 -0.025
O 0.461 -1.085 -0.571 -0.003
O -1.955 3.535 -0.246 -0.064
H -1.405 3.348 -1.042 0.006
H -2.830 3.390 -0.588 0.022
O -2.098 -1.524 -1.797 -0.034
H -1.382 -1.024 -1.406 -0.019
H -2.850 -1.245 -1.279 0.045
O 2.761 1.507 0.803 -0.020
H 3.201 1.077 1.527 0.047
H 1.916 1.763 1.158 0.035
O 1.758 -3.740 0.466 -0.060
H 1.799 -2.991 1.049 -0.030
H 2.617 -3.977 0.081 0.049
O 3.127 0.279 -1.583 -0.064
H 3.365 -0.627 -1.874 0.046
H 2.863 0.404 -0.685 -0.042
O -2.189 1.809 2.171 -0.048
H -1.658 1.519 1.404 0.017
H -3.061 1.746 1.828 0.038
O -0.149 1.608 3.983 -0.028
H -0.747 1.709 3.280 -0.055
H 0.613 1.979 3.572 0.003
O -1.198 -3.313 0.289 -0.038
H -1.211 -2.910 -0.543 -0.026
H -0.280 -3.153 0.599 0.034
O 2.072 -1.439 2.113 -0.048
H 2.168 -1.465 3.051 0.039
H 1.370 -0.821 1.849 -0.012
O -2.234 1.699 -2.798 -0.074
H -1.472 1.458 -2.261 -0.030
H -1.865 1.752 -3.704 0.056
O 1.022 -1.941 -2.981 -0.050
H 0.799 -1.675 -2.077 -0.028
H 1.917 -1.662 -2.960 -0.022
O 0.318 2.787 -2.088 -0.050
H 1.250 2.721 -2.352 0.061
H 0.259 2.130 -1.405 -0.018
O -2.507 -1.318 1.644 -0.066
H -1.692 -0.782 1.594 -0.003
H -2.282 -2.130 1.208 -0.030

---

7
Properties=species:S:1:pos:R:3:lowdin_charge:R:1 method="wB97M-V/def2-TZVPD" max_force_ha_per_bohr=0.110 homo_lumo_gap_ha="0.2586 / 0.2098" total_charge=0 multiplicity=3 lumo_energy_ev="0.743 / -4.740" relative_energy_ev=0.729 mol_weight_da=134.4 homo_ha="-0.2313 / -0.3840"
C 1.723 0.076 -0.043 -1.692
N 0.299 0.081 0.183 -0.063
Cl 2.480 1.403 0.713 0.609
Cl 2.465 -1.616 0.701 0.547
Cl 2.001 0.185 -1.780 0.549
H 0.048 0.018 1.073 0.002
H -0.173 -0.613 -0.324 0.048

---

71
Properties=species:S:1:pos:R:3:lowdin_charge:R:1 method="wB97M-V/def2-TZVPD" max_force_ha_per_bohr=0.044 homo_lumo_gap_ha="0.2826 / 0.1729" total_charge=+3 multiplicity=5 lumo_energy_ev="-8.161 / -11.734" relative_energy_ev=0.000 mol_weight_da=660.9 homo_ha="-0.5825 / -0.6042"
Ir -0.638 0.039 0.951 0.563
P -2.731 -0.502 0.085 0.646
P 0.223 0.810 2.904 0.629
P 0.252 -2.059 0.792 0.638
H 1.041 1.002 -3.745 0.055
C 0.459 0.174 -4.163 -0.070
C -0.876 0.123 -4.043 -0.099
H -1.454 0.937 -3.588 0.028
C -3.712 0.975 -0.337 -0.219
C -3.869 -1.492 1.118 -0.210
C -2.641 -1.409 -1.494 -0.213
C 1.892 1.529 2.733 -0.228
C -0.787 2.137 3.653 -0.226
C 0.356 -0.435 4.236 -0.210
C 0.477 -2.643 -0.928 -0.235
C -0.897 -3.278 1.538 -0.218
C 1.825 -2.395 1.667 -0.245
H 1.002 -0.589 -4.731 0.070
H -1.448 -0.715 -4.458 0.073
H -3.419 1.373 -1.315 0.051
H -3.577 1.750 0.425 0.052
H -4.772 0.687 -0.362 0.076
H -3.860 -1.108 2.146 0.061
H -3.579 -2.549 1.127 0.050
H -4.883 -1.388 0.710 0.077
H -1.945 -0.929 -2.193 0.006
H -3.643 -1.405 -1.944 0.088
H -2.337 -2.449 -1.333 0.047
H 2.380 1.535 3.717 0.079
H 1.803 2.559 2.366 0.058
H 2.499 0.958 2.015 -0.009
H -1.059 1.850 4.676 0.072
H -1.704 2.282 3.071 0.033
H -0.217 3.075 3.684 0.063
H 1.046 -0.067 5.007 0.082
H 0.723 -1.395 3.856 0.028
H -0.635 -0.583 4.682 0.068
H 1.446 -3.150 -1.005 0.068
H 0.474 -1.807 -1.640 0.020
H -0.319 -3.351 -1.188 0.055
H -0.300 -4.089 1.975 0.072
H -1.566 -3.698 0.777 0.053
H -1.494 -2.812 2.330 0.045
H 2.599 -2.678 0.945 0.044
H 1.669 -3.225 2.369 0.068
H 2.186 -1.520 2.218 0.025
C 3.568 -0.962 -1.364 -0.680
C 4.694 -1.526 -0.704 -0.088
C 5.566 -2.351 -1.402 -0.030
C 5.359 -2.605 -2.767 0.000
C 4.269 -2.027 -3.434 -0.030
C 3.389 -1.199 -2.752 -0.087
S 2.444 -0.036 -0.506 0.697
H -1.929 0.103 1.916 -0.025
H 4.837 -1.297 0.351 0.112
H 6.414 -2.796 -0.880 0.128
H 6.050 -3.248 -3.311 0.132
H 4.105 -2.220 -4.496 0.127
H 2.540 -0.730 -3.248 0.060
S -0.124 1.517 -0.769 0.621
C -0.917 3.031 -0.594 -0.690
N -1.541 3.646 -1.611 0.063
C -2.019 4.964 -1.246 -0.092
C -1.611 5.087 0.213 -0.096
N -0.947 3.828 0.484 0.063
H -1.611 3.241 -2.539 0.159
H -3.103 5.028 -1.381 0.141
H -1.543 5.729 -1.866 0.145
H -2.476 5.218 0.870 0.138
H -0.923 5.923 0.372 0.144
H -0.486 3.604 1.361 0.125

---

82
Properties=species:S:1:pos:R:3:lowdin_charge:R:1 method="wB97M-V/def2-TZVPD" max_force_ha_per_bohr=0.050 homo_lumo_gap_ha="0.2585 / 0.2577" total_charge=+2 multiplicity=3 lumo_energy_ev="-4.956 / -4.955" relative_energy_ev=0.775 mol_weight_da=924.3 homo_ha="-0.4406 / -0.4398"
Tm -0.802 2.461 -0.659 1.262
Br 2.094 3.418 -1.011 0.719
C 2.150 4.101 -2.833 -0.993
Br 0.470 4.153 -3.724 0.685
H 2.859 3.490 -3.392 0.023
H 2.445 5.123 -2.766 -0.005
C -1.602 -5.105 0.357 -0.044
C -1.782 -4.540 -1.101 -0.102
N -1.201 -3.148 -1.278 0.005
C -2.030 -2.138 -1.187 0.012
C -1.712 -0.839 -1.249 -0.019
C -2.886 0.119 -1.142 -0.537
O -2.523 1.316 -0.712 -0.184
O -3.970 -0.289 -1.431 0.132
C -0.360 -0.496 -1.439 -0.275
O 0.073 0.669 -1.546 -0.147
C 0.632 -1.570 -1.428 -0.036
C 2.001 -1.304 -1.539 0.107
C 2.925 -2.321 -1.456 -0.175
F 4.228 -2.024 -1.516 0.090
C 2.476 -3.676 -1.317 -0.145
C 1.101 -3.914 -1.250 0.087
C 0.147 -2.872 -1.313 -0.113
N 3.349 -4.763 -1.081 -0.096
C 3.733 -5.573 -2.248 -0.114
C 4.041 -6.973 -1.711 -0.063
N 4.466 -6.891 -0.253 0.054
C 5.362 -5.709 0.016 -0.069
C 4.539 -4.448 -0.280 -0.138
H -2.251 -5.956 0.476 0.076
H -1.907 -4.352 1.110 0.097
H -0.628 -5.464 0.563 0.039
H -2.846 -4.381 -1.296 0.124
H -1.355 -5.239 -1.793 0.112
H -3.083 -2.323 -1.173 0.152
H 2.313 -0.286 -1.716 0.137
H 0.790 -4.916 -0.950 0.113
H 4.564 -5.228 -2.815 0.124
H 2.882 -5.685 -2.915 0.139
H 4.895 -7.435 -2.207 0.141
H 3.096 -7.542 -1.708 0.145
H 4.936 -7.746 0.026 0.181
H 3.609 -6.799 0.314 0.188
H 6.272 -5.749 -0.587 0.141
H 5.692 -5.724 1.088 0.155
H 5.234 -3.804 -0.780 0.112
H 4.302 -3.932 0.633 0.138
S -2.715 6.908 -0.493 1.129
C -1.791 5.487 -0.186 -0.433
N -2.132 4.417 -0.855 -0.088
C -3.224 4.687 -1.674 -0.326
C -3.808 3.830 -2.557 -0.012
C -4.926 4.274 -3.288 -0.037
C -5.500 5.545 -3.090 -0.044
C -4.876 6.431 -2.216 -0.067
C -3.756 5.985 -1.531 -0.446
H -1.073 5.531 0.661 0.095
H -3.559 2.755 -2.546 0.113
H -5.393 3.577 -3.953 0.105
H -6.359 5.876 -3.660 0.115
H -5.219 7.433 -2.067 0.111
C -1.786 1.519 3.874 -0.003
C -0.430 2.222 3.815 -0.549
C 0.251 2.056 5.153 -0.014
O 0.333 1.620 2.761 0.060
B 0.018 2.285 1.581 -0.609
O -0.519 3.559 1.894 -0.057
C -0.539 3.642 3.359 -0.475
C 0.696 4.482 3.793 0.004
C -1.815 4.387 3.823 0.012
H -1.606 0.430 3.851 0.106
H -2.333 1.752 2.936 0.100
H -2.352 1.795 4.768 0.100
H 0.108 1.005 5.496 0.101
H -0.260 2.696 5.978 0.132
H 1.308 2.293 5.142 0.086
H 1.606 4.152 3.303 0.097
H 0.709 4.449 4.889 0.089
H 0.547 5.537 3.501 0.094
H -2.666 3.995 3.300 0.078
H -1.675 5.455 3.563 0.096
H -2.002 4.237 4.894 0.101

---

31
Properties=species:S:1:pos:R:3:lowdin_charge:R:1 method="wB97M-V/def2-TZVPD" max_force_ha_per_bohr=0.098 homo_lumo_gap_ha=0.3051 total_charge=0 lumo_energy_ev=-1.261 relative_energy_ev=0.060 mol_weight_da=433.6 homo_ha=-0.3514
Cd 1.498 -1.070 -0.987 1.467
O -0.460 1.007 2.731 0.151
C 0.280 0.555 1.746 -0.466
O 0.245 -0.608 1.358 0.041
C 1.208 1.560 1.119 -0.173
C 1.387 2.869 1.582 0.010
C 2.289 3.665 0.894 -0.043
C 3.037 3.148 -0.161 0.048
C 2.806 1.781 -0.566 -0.168
N 1.882 1.040 0.076 0.080
C 3.565 1.080 -1.607 -0.567
O 4.609 1.612 -2.130 0.015
O 3.043 -0.046 -2.032 -0.204
H -1.142 0.333 2.936 0.159
H 0.776 3.275 2.387 0.125
H 2.509 4.724 1.249 0.140
H 3.750 3.674 -0.809 0.129
O -4.489 -3.299 -0.611 0.100
C -3.543 -2.959 0.329 -0.477
O -3.560 -3.535 1.371 0.157
C -2.656 -1.896 -0.171 -0.054
C -2.833 -0.535 -0.434 -0.030
N -1.781 -0.091 -1.154 -0.021
N -0.844 -1.058 -1.339 -0.024
C -1.291 -2.161 -0.664 -0.124
C -0.376 -3.385 -0.617 -0.601
O -0.980 -4.483 -0.522 0.044
O 0.884 -3.161 -0.631 -0.150
H -4.419 -2.846 -1.470 0.120
H -3.648 0.068 -0.081 0.129
H -1.744 0.741 -1.790 0.185

---

24
Properties=species:S:1:pos:R:3:lowdin_charge:R:1 method="wB97M-V/def2-TZVPD" max_force_ha_per_bohr=0.056 homo_lumo_gap_ha=0.3702 total_charge=0 lumo_energy_ev=0.533 relative_energy_ev=1.522 mol_weight_da=146.2 homo_ha=-0.3506 smiles="CNC(C)=O.CNC(C)=O"
C 0.414 2.316 1.181 -0.097
N 0.672 0.905 0.983 -0.044
C 1.479 0.300 1.973 -0.500
C 1.616 -1.201 2.081 -0.007
O 2.070 0.992 2.779 0.072
H -0.043 2.746 0.293 0.077
H -0.039 2.573 2.128 0.088
H 1.402 2.845 1.176 0.094
H 1.092 0.736 0.076 0.105
H 2.376 -1.456 2.831 0.083
H 0.708 -1.697 2.427 0.082
H 2.110 -1.671 1.234 0.080
C -2.020 -1.921 -0.535 -0.103
N -1.226 -0.791 -0.894 0.009
C -1.127 -0.365 -2.170 -0.544
C -0.217 0.767 -2.612 0.003
O -1.767 -0.930 -3.049 0.028
H -3.015 -1.917 -0.988 0.085
H -1.683 -2.911 -0.932 0.093
H -2.003 -2.139 0.533 0.080
H -0.742 -0.384 -0.100 0.091
H -0.802 1.570 -3.082 0.089
H 0.421 1.194 -1.831 0.049
H 0.325 0.438 -3.501 0.086

---

69
Properties=species:S:1:pos:R:3:lowdin_charge:R:1 method="wB97M-V/def2-TZVPD" max_force_ha_per_bohr=0.139 homo_lumo_gap_ha="0.2291 / 0.2291" total_charge=-2 multiplicity=2 lumo_energy_ev="4.165 / 4.164" mol_weight_da=826.4 homo_ha="-0.0761 / -0.0761"
Lu 0.815 1.357 0.937 1.736
N 2.947 -0.224 0.184 0.011
C 3.506 -0.704 -1.269 -0.167
C 2.266 -0.280 -2.031 -0.222
N 1.911 1.131 -1.866 -0.257
C 2.857 2.052 -1.576 -0.338
C 2.547 3.468 -1.087 -0.338
N 1.862 3.159 0.176 -0.277
C 0.870 1.516 -2.827 -0.158
C -0.340 2.337 -2.277 -0.309
N -1.074 1.667 -1.331 0.009
H 3.505 0.371 0.658 -0.004
H 3.286 -1.096 0.594 0.081
H 3.572 -1.654 -1.649 0.067
H 4.333 0.002 -1.615 0.109
H 1.289 -0.973 -1.499 0.163
H 2.369 -0.377 -3.268 0.167
H 3.554 2.251 -2.654 0.142
H 3.673 1.587 -1.062 0.063
H 1.784 4.136 -1.672 0.102
H 3.513 3.988 -1.038 0.089
H 2.416 -5.600 -0.444 0.011
H 2.230 3.939 0.759 0.010
H 0.535 0.562 -2.995 0.037
H 1.324 1.921 -3.747 0.128
H -0.968 2.415 -3.082 0.060
H 0.189 3.209 -1.966 0.067
H -1.726 1.250 -1.971 -0.018
H -1.654 2.131 -0.677 0.059
Cl 0.674 -2.555 6.927 0.561
C 1.128 -1.517 5.573 -0.685
C 2.018 -0.456 5.875 -0.748
Cl 2.653 -0.221 7.454 0.599
C 2.251 0.490 4.863 -0.633
Cl 3.522 1.673 5.042 0.640
C 1.861 0.199 3.577 -0.472
O 2.268 0.969 2.605 -0.299
C 0.886 -0.773 3.251 -0.440
O 0.530 -0.749 1.991 -0.198
C 0.540 -1.622 4.304 -0.666
Cl -0.628 -2.824 4.069 0.691
C -5.282 -0.278 -0.324 -0.052
C -3.941 -0.873 -0.717 -0.296
O -4.069 -1.375 -2.097 -0.400
P -2.686 -1.805 -2.880 -0.107
S -2.380 -0.108 -3.993 0.123
S -1.336 -2.478 -1.565 0.221
O -3.198 -2.974 -3.855 -0.364
C -3.016 -4.342 -3.525 -0.399
C -1.765 -4.849 -4.198 -0.136
H -5.079 0.325 0.525 0.057
H -6.085 -1.022 -0.309 0.076
H -5.485 0.453 -1.105 0.072
H -3.628 -1.706 -0.224 0.045
H -3.116 -0.273 -0.679 0.046
H -3.849 -4.865 -3.809 0.071
H -2.828 -4.429 -2.410 0.073
H -1.858 -4.798 -5.336 0.072
H -1.588 -6.141 -3.832 0.141
H -0.816 -4.422 -3.685 0.051
N 0.302 2.835 2.994 -0.024
C -0.826 2.116 3.655 -0.149
C -1.848 1.663 2.643 -0.657
O -3.046 1.492 2.858 0.011
O -1.274 1.374 1.522 -0.239
H 1.134 2.787 3.620 0.079
H 0.153 3.792 2.900 0.053
H -1.337 2.611 4.536 0.126
H -0.351 1.134 4.057 0.135

---

107
Properties=species:S:1:pos:R:3:lowdin_charge:R:1 method="wB97M-V/def2-TZVPD" max_force_ha_per_bohr=0.072 homo_lumo_gap_ha=0.3286 total_charge=0 lumo_energy_ev=-0.547 mol_weight_da=994.1 homo_ha=-0.3487
C 4.211 -3.686 4.583 -0.104
C 3.564 -4.336 3.273 -0.302
C 3.235 -3.195 2.203 -0.547
I 2.116 -4.180 0.573 0.853
B 2.291 -2.006 2.757 -0.564
O 0.910 -1.813 2.381 0.153
B 0.324 -0.713 3.124 -0.390
C -1.127 -1.013 3.818 -0.095
C -2.118 -1.410 2.596 -0.673
C -2.096 -2.993 2.333 -0.128
Br -3.984 -0.742 2.925 0.658
O 1.014 0.565 3.272 0.232
B 2.384 0.232 3.067 -0.316
C 3.449 1.083 2.181 -0.324
F 3.132 0.898 0.816 0.072
F 4.716 0.481 2.332 0.087
F 3.529 2.431 2.475 0.120
O 2.831 -1.003 3.670 0.223
H 4.824 -4.430 5.191 0.083
H 3.378 -3.347 5.291 0.085
H 4.797 -2.751 4.324 0.085
H 2.586 -4.878 3.482 0.084
H 4.296 -5.046 2.759 0.110
H 4.162 -2.772 1.701 0.101
H -1.048 -1.874 4.566 0.124
H -1.502 -0.070 4.328 0.104
H -1.715 -0.837 1.698 0.096
H -1.820 -3.565 3.296 0.062
H -1.268 -3.202 1.575 0.077
H -3.067 -3.362 1.881 0.064
N -1.769 -5.853 3.575 0.053
C -0.555 -6.008 4.116 -0.151
C -0.086 -7.202 4.636 -0.071
C -0.926 -8.306 4.599 -0.078
C -2.191 -8.173 4.045 -0.070
C -2.561 -6.933 3.548 -0.135
H 0.060 -5.113 4.123 0.093
H 0.908 -7.268 5.059 0.101
H -0.598 -9.259 4.997 0.106
H -2.873 -9.012 4.000 0.103
H -3.538 -6.779 3.102 0.108
N -6.092 -3.267 -0.362 0.054
C -7.269 -3.586 -0.919 -0.159
C -8.497 -3.314 -0.338 -0.081
C -8.513 -2.678 0.894 -0.084
C -7.309 -2.339 1.494 -0.076
C -6.135 -2.652 0.829 -0.175
H -7.205 -4.085 -1.881 0.100
H -9.417 -3.593 -0.836 0.099
H -9.453 -2.449 1.382 0.104
H -7.283 -1.842 2.456 0.096
H -5.169 -2.402 1.257 0.007
N -1.312 3.333 1.912 0.074
C -0.051 2.967 1.636 -0.125
C 0.783 3.666 0.776 -0.056
C 0.288 4.806 0.164 -0.079
C -1.013 5.205 0.431 -0.082
C -1.766 4.440 1.308 -0.167
H 0.291 2.067 2.138 0.083
H 1.795 3.326 0.592 0.091
H 0.909 5.379 -0.515 0.101
H -1.433 6.089 -0.030 0.094
H -2.788 4.712 1.551 0.108
N -5.534 3.790 -3.213 0.054
C -5.474 5.053 -3.659 -0.155
C -4.617 6.012 -3.145 -0.076
C -3.773 5.649 -2.106 -0.086
C -3.816 4.349 -1.625 -0.068
C -4.707 3.464 -2.210 -0.145
H -6.155 5.289 -4.469 0.101
H -4.609 7.018 -3.547 0.101
H -3.088 6.372 -1.677 0.088
H -3.173 4.031 -0.816 0.073
H -4.776 2.435 -1.871 0.105
N 0.128 6.769 -5.362 0.052
C 1.073 6.200 -6.124 -0.157
C 1.814 5.095 -5.737 -0.075
C 1.568 4.545 -4.488 -0.090
C 0.597 5.115 -3.679 -0.064
C -0.091 6.216 -4.160 -0.153
H 1.231 6.668 -7.090 0.100
H 2.564 4.675 -6.396 0.100
H 2.126 3.682 -4.148 0.066
H 0.380 4.711 -2.699 0.082
H -0.863 6.695 -3.566 0.093
N 1.780 1.490 -3.442 0.065
C 1.921 1.167 -4.739 -0.142
C 2.286 -0.094 -5.183 -0.064
C 2.522 -1.080 -4.238 -0.083
C 2.385 -0.773 -2.893 -0.081
C 2.013 0.517 -2.549 -0.150
H 1.729 1.972 -5.441 0.094
H 2.382 -0.299 -6.241 0.105
H 2.810 -2.078 -4.546 0.111
H 2.563 -1.519 -2.128 0.094
H 1.890 0.804 -1.510 0.093
N 8.093 0.564 -2.868 0.052
C 6.918 0.224 -3.417 -0.149
C 5.689 0.478 -2.829 -0.063
C 5.670 1.118 -1.599 -0.072
C 6.872 1.479 -1.008 -0.073
C 8.047 1.183 -1.680 -0.156
H 6.984 -0.276 -4.377 0.102
H 4.771 0.183 -3.320 0.073
H 4.729 1.333 -1.106 0.085
H 6.896 1.979 -0.048 0.100
H 9.012 1.448 -1.260 0.101